[1]
Molecular formula: C22H26ClFN2O3
Method: DFT, ωB97M-V/def2-TZVPD

maximum force	0.47	eV/Å
SMILES	COCCNC(=O)c1cccc(OC2CCN(Cc3ccc(Cl)c(F)c3)CC2)c1
energy relative to the best compared isomer or geometry (same formula, charge and spin)	3.8	kcal per mole
E_HOMO	-0.3218	Eh
LUMO energy	0.68	eV

```
! RIJCOSX wB97M-V def2-TZVPD def2/J DEFGRID3
* xyz 0 1
Cl -0.658 8.796 0.415
F 1.674 7.044 -0.051
O 1.940 -4.497 -0.502
O -1.947 -1.149 -0.473
O 3.103 -8.166 0.244
N 0.990 -6.280 -1.509
N 0.446 2.217 0.415
C -0.274 2.879 1.488
C -1.568 -5.278 -0.569
C -2.794 -4.654 -0.398
C -1.408 1.127 -0.860
C 0.608 6.398 0.454
C 2.217 -6.998 -1.758
C -1.648 6.414 1.242
C 0.700 5.043 0.698
C -0.107 -0.185 0.820
C -1.741 -2.487 -0.513
C 2.550 -7.320 1.228
C -0.562 7.101 0.724
C 0.941 -5.077 -0.889
C -0.844 -0.252 -0.520
C -0.426 -4.502 -0.723
C -0.513 -3.114 -0.683
C -0.285 2.173 -0.836
C -2.886 -3.278 -0.379
C 0.966 0.910 0.754
C -0.390 4.356 1.216
C 2.339 -8.292 -0.923
C -1.560 5.054 1.482
H 3.042 -6.328 -1.506
H 1.698 0.643 -0.016
H -1.278 2.464 1.668
H 1.523 -7.621 1.473
H 1.491 0.977 1.709
H -0.830 0.040 1.607
H 2.272 -7.248 -2.821
H 0.308 2.744 2.406
H 0.408 -2.562 -0.787
H 2.857 -9.055 -1.509
H 1.327 -8.660 -0.681
H -3.836 -2.785 -0.250
H -2.560 6.950 1.452
H -0.696 3.165 -1.032
H 0.357 -1.143 1.054
H -2.417 4.533 1.882
H -2.181 1.377 -0.132
H 2.553 -6.272 0.917
H 0.134 -6.698 -1.835
H -0.147 -0.557 -1.314
H 0.436 1.940 -1.626
H -1.874 1.103 -1.845
H -3.686 -5.249 -0.275
H 1.614 4.518 0.474
H -1.513 -6.356 -0.546
H 3.178 -7.433 2.109
*
```

For each atom in turn, the natural (NBO) charge in e is:
1. Cl 0.028
2. F -0.311
3. O -0.634
4. O -0.513
5. O -0.529
6. N -0.609
7. N -0.448
8. C -0.235
9. C -0.240
10. C -0.188
11. C -0.424
12. C 0.387
13. C -0.272
14. C -0.205
15. C -0.274
16. C -0.456
17. C 0.396
18. C -0.266
19. C -0.120
20. C 0.667
21. C 0.095
22. C -0.113
23. C -0.291
24. C -0.226
25. C -0.267
26. C -0.210
27. C -0.006
28. C -0.064
29. C -0.215
30. H 0.248
31. H 0.195
32. H 0.174
33. H 0.158
34. H 0.206
35. H 0.206
36. H 0.200
37. H 0.214
38. H 0.238
39. H 0.192
40. H 0.154
41. H 0.224
42. H 0.230
43. H 0.215
44. H 0.226
45. H 0.215
46. H 0.203
47. H 0.192
48. H 0.396
49. H 0.174
50. H 0.196
51. H 0.221
52. H 0.217
53. H 0.248
54. H 0.208
55. H 0.193

[2]
Molecular formula: C6H10O3S2
Method: DFT, ωB97M-V/def2-TZVPD

maximum force	3.11	eV/Å
energy relative to the best compared isomer or geometry (same formula, charge and spin)	44.5	kcal per mole
E_HOMO	-0.3712	Eh
LUMO energy	0.57	eV

```
! RIJCOSX wB97M-V def2-TZVPD def2/J DEFGRID3
* xyz 0 1
S -1.507 -0.973 0.170
S -0.649 0.019 2.400
O 0.465 0.893 2.804
O -1.616 -1.177 -1.238
O -2.575 -1.604 0.931
C 0.057 -1.151 1.097
C 1.441 -0.924 -0.946
C 1.037 -0.273 0.392
C 0.176 1.068 0.116
C -1.200 0.712 0.660
C -0.105 1.408 -1.361
H 1.870 -0.176 0.996
H 0.370 -2.274 1.326
H -2.086 1.403 0.782
H 0.708 1.976 -1.856
H 0.503 -1.100 -1.452
H 2.044 -1.873 -0.768
H 2.029 -0.144 -1.468
H 0.410 1.852 0.747
H -1.041 1.914 -1.398
H -0.330 0.424 -1.932
*
```

For each atom in turn, the natural (NBO) charge in e is:
1. S 2.132
2. S 1.254
3. O -0.947
4. O -0.915
5. O -0.927
6. C -0.625
7. C -0.617
8. C -0.256
9. C -0.250
10. C -0.617
11. C -0.632
12. H 0.241
13. H 0.280
14. H 0.278
15. H 0.222
16. H 0.230
17. H 0.219
18. H 0.220
19. H 0.251
20. H 0.215
21. H 0.247

[3]
Molecular formula: C36H77IN5O2
Method: DFT, ωB97M-V/def2-TZVPD

maximum force	1.29	eV/Å
E_HOMO	-0.3475	Eh
LUMO energy	-4.09	eV

```
! RIJCOSX wB97M-V def2-TZVPD def2/J DEFGRID3
* xyz 1 1
I 4.769 -1.678 3.650
O -2.594 -0.805 -3.736
O -0.829 -1.027 -5.110
N 4.055 -4.278 2.108
N -4.585 -5.307 -5.152
N 2.846 4.108 -2.215
N 1.903 -3.778 1.460
N 2.950 -2.396 2.981
C -1.032 -0.330 -1.254
C 1.447 4.502 -2.171
C 0.014 -2.147 4.447
C 0.777 -1.723 1.950
C 2.994 -3.465 2.169
C -5.720 -3.189 -4.249
C 0.640 0.188 5.461
C -5.352 -5.427 -6.381
C 0.591 3.587 -1.308
C 2.692 5.440 5.108
C -0.197 -2.392 2.947
C -1.869 1.127 -4.921
C 1.379 5.442 5.894
C -0.199 4.086 7.370
C 3.092 2.735 -2.615
C 0.435 0.610 6.918
C -1.676 -0.333 -4.622
C 3.710 5.111 -2.819
C -0.464 -0.766 4.948
C 1.831 -2.088 -0.401
C 1.119 -2.700 0.816
C 3.930 5.436 6.015
C -2.203 -1.902 -2.899
C -2.929 -3.541 -5.992
C 0.947 -1.984 -1.663
C -4.699 -6.338 -7.409
C -5.319 -4.661 -4.078
C 0.343 -0.591 -1.890
C 3.510 5.436 -4.303
C -0.422 2.754 8.085
C 2.563 2.268 -3.978
C -0.731 1.595 7.116
C 2.086 -1.251 2.555
C 1.100 4.103 6.568
C -2.085 -1.424 -1.464
C -3.202 -4.889 -5.312
H 4.771 5.943 5.542
H -1.283 -2.345 -3.280
H 3.726 5.947 6.958
H 4.745 4.799 -2.656
H 1.548 2.627 -4.161
H -6.462 -2.924 -3.494
H 0.995 3.520 -0.296
H -3.101 -2.702 -5.323
H 4.656 -4.431 2.901
H -1.886 -3.490 -6.308
H -0.245 -3.465 2.753
H -1.062 -0.285 4.169
H 0.181 -3.155 0.496
H 0.482 2.522 8.657
H -3.054 -1.027 -1.152
H -2.977 -2.667 -2.977
H -1.581 1.046 7.524
H -1.230 2.860 8.810
H 2.533 1.176 -3.992
H 0.172 -2.752 -1.610
H -6.325 -5.846 -6.110
H 4.206 -4.820 1.275
H -1.883 -2.286 -0.819
H -2.746 -4.892 -4.316
H 1.418 6.230 6.653
H -0.149 4.883 8.117
H 2.663 -0.662 1.840
H 3.584 6.030 -2.240
H 1.413 5.511 -1.753
H 0.520 2.579 -1.722
H 0.988 4.570 -3.170
H 0.556 5.668 5.210
H 0.314 -0.362 -2.954
H -6.227 -5.247 -3.912
H 2.459 5.594 -4.548
H 1.049 -2.322 4.753
H -4.728 -4.767 -3.161
H 1.623 -0.286 5.380
H -3.547 -3.400 -6.880
H -1.195 -2.009 2.713
H -1.429 0.595 -1.681
H 2.055 -4.593 0.879
H -2.675 -5.668 -5.866
H -5.360 -6.455 -8.268
H 2.210 -1.093 -0.151
H 2.660 2.085 -1.848
H -0.423 3.985 -1.246
H -0.569 -2.918 4.953
H 4.042 6.357 -4.548
H -0.904 1.580 -5.131
H -2.390 1.634 -4.113
H -3.756 -5.932 -7.779
H 0.314 -0.851 1.482
H 0.647 1.099 4.854
H 0.292 -0.286 7.528
H -1.156 -0.931 5.777
H 3.191 2.584 -4.809
H 1.927 3.830 7.233
H -1.044 4.297 6.707
H 4.170 2.560 -2.562
H 2.708 4.526 4.504
H 1.564 -2.236 -2.526
H 4.255 4.421 6.248
H 1.919 -0.628 3.429
H -5.559 -4.454 -6.854
H -2.488 1.216 -5.817
H 2.704 -2.702 -0.642
H 2.723 6.294 4.431
H 1.049 3.333 5.787
H 1.364 1.068 7.271
H -4.876 -2.510 -4.130
H 3.901 4.654 -4.953
H -6.168 -3.004 -5.226
H -4.509 -7.325 -6.985
H -1.042 2.001 6.148
H 1.039 0.135 -1.454
H -0.921 -0.146 -0.181
*
```

Atom charges from the Mulliken analysis, given in e for atoms 1 to 99:
1. I 0.212
2. O -0.473
3. O -0.515
4. N -0.408
5. N 0.134
6. N 0.051
7. N -0.163
8. N -0.654
9. C -1.221
10. C -0.427
11. C -1.316
12. C 1.000
13. C 0.700
14. C -0.708
15. C -0.579
16. C -0.328
17. C -1.002
18. C -0.439
19. C -1.406
20. C -1.394
21. C -0.760
22. C -0.897
23. C -0.566
24. C -1.135
25. C 0.939
26. C -0.724
27. C -0.698
28. C -0.984
29. C -0.776
30. C -1.150
31. C -0.004
32. C -0.445
33. C -1.225
34. C -1.449
35. C -0.747
36. C 0.420
37. C -0.957
38. C -0.998
39. C -0.894
40. C -0.665
41. C -1.194
42. C 0.373
43. C -1.073
44. C -0.992
45. H 0.358
46. H 0.375
47. H 0.281
48. H 0.373
49. H 0.109
50. H 0.401
51. H 0.302
52. H -0.217
53. H 0.209
54. H 0.392
55. H 0.572
56. H 0.429
57. H 1.077
58. H 0.449
59. H 0.567
60. H 0.137
61. H 0.453
62. H 0.370
63. H 0.382
64. H 0.423
65. H 0.477
66. H 0.219
67. H 0.185
68. H 0.403
69. H 0.339
70. H 0.402
71. H 0.835
72. H 0.431
73. H 0.507
74. H -0.136
75. H 0.232
76. H 0.363
77. H 0.170
78. H 0.404
79. H 0.269
80. H 0.466
81. H 0.364
82. H 0.438
83. H 0.388
84. H 0.411
85. H 0.452
86. H 0.376
87. H 0.363
88. H 0.435
89. H 0.230
90. H 0.165
91. H 0.480
92. H 0.515
93. H 0.393
94. H 0.306
95. H 0.346
96. H 0.295
97. H 0.221
98. H 0.228
99. H 0.517

[4]
Molecular formula: C20H30N3RhS3
Method: DFT, ωB97M-V/def2-TZVPD

maximum force	0.98	eV/Å
energy relative to the best compared isomer or geometry (same formula, charge and spin)	0.0	kcal per mole
E_HOMO	-0.5252	Eh
LUMO energy	-7.21	eV

```
! RIJCOSX wB97M-V def2-TZVPD def2/J DEFGRID3
* xyz 2 1
Rh -0.226 -0.186 -0.123
S -1.662 -0.788 -2.179
S -2.309 0.084 0.976
S -3.477 2.444 -1.801
N 0.379 -4.245 4.495
N 0.069 -1.490 1.426
N 1.665 -0.534 -1.029
C -1.803 0.727 -3.177
C 0.867 3.247 2.177
C 2.827 2.381 1.104
C 0.326 -1.965 3.750
C -3.178 2.745 -0.051
C -3.235 -1.200 0.097
C 0.213 -1.090 2.707
C 0.280 -3.355 3.506
C 0.115 -3.757 2.162
C 0.098 2.232 1.625
C 0.024 -2.810 1.181
C 2.227 3.319 1.920
C 1.639 -0.056 -2.443
C -1.815 2.035 -2.405
C 2.112 -1.952 -1.066
C 2.711 0.266 -0.285
C 0.693 1.305 0.764
C -3.403 1.568 0.888
C 2.073 1.361 0.528
C -3.303 -1.061 -1.414
H -1.146 1.977 -1.537
H 0.061 -4.803 1.893
H 0.522 -3.956 5.448
H -3.396 1.908 1.925
H 3.271 -0.417 0.356
H -0.953 2.202 1.861
H 0.244 -0.023 2.877
H -3.697 -1.985 -1.838
H -2.210 3.224 0.089
H -3.924 3.491 0.235
H 0.402 3.977 2.826
H 2.821 4.104 2.368
H 1.403 -2.537 -1.653
H 2.623 -0.204 -2.889
H -0.951 0.681 -3.857
H -2.693 0.591 -3.792
H -4.242 -1.254 0.513
H -1.439 2.833 -3.047
H 1.399 1.009 -2.456
H 2.186 -2.340 -0.055
H -4.383 1.130 0.697
H 3.892 2.434 0.916
H 0.361 -5.235 4.315
H -0.110 -3.111 0.148
H 3.091 -2.008 -1.546
H 3.416 0.654 -1.022
H 0.446 -1.580 4.752
H -2.728 -2.123 0.388
H 0.911 -0.627 -3.017
H -3.942 -0.235 -1.717
*
```

For each atom in turn, the natural (NBO) charge in e is:
1. Rh 0.692
2. S 0.213
3. S 0.401
4. S 0.244
5. N -0.726
6. N -0.450
7. N -0.401
8. C -0.518
9. C -0.174
10. C -0.172
11. C -0.301
12. C -0.564
13. C -0.545
14. C 0.076
15. C 0.283
16. C -0.296
17. C -0.311
18. C 0.041
19. C -0.185
20. C -0.433
21. C -0.547
22. C -0.423
23. C -0.238
24. C 0.020
25. C -0.523
26. C -0.137
27. C -0.545
28. H 0.206
29. H 0.248
30. H 0.419
31. H 0.252
32. H 0.232
33. H 0.206
34. H 0.237
35. H 0.260
36. H 0.239
37. H 0.269
38. H 0.238
39. H 0.244
40. H 0.218
41. H 0.227
42. H 0.251
43. H 0.259
44. H 0.267
45. H 0.254
46. H 0.222
47. H 0.220
48. H 0.250
49. H 0.235
50. H 0.418
51. H 0.221
52. H 0.225
53. H 0.230
54. H 0.250
55. H 0.243
56. H 0.217
57. H 0.265

[5]
Molecular formula: C37H65BClN2NiO8P2S2
Method: DFT, ωB97M-V/def2-TZVPD

maximum force	0.74	eV/Å
E_HOMO (alpha / beta)	-0.1946 / -0.1947	Eh
LUMO energy (alpha / beta)	2.34 / 2.34	eV

```
! RIJCOSX wB97M-V def2-TZVPD def2/J DEFGRID3
* xyz -1 1
Ni 0.480 -0.301 -1.223
Cl -2.744 -2.114 -2.580
S -1.323 -1.127 1.789
S -0.613 2.074 -1.949
P 1.791 -1.617 -2.529
P 0.357 1.537 2.494
O -0.192 -1.351 0.812
O -3.176 -3.408 -2.120
O -3.764 -1.134 -2.293
O -0.381 1.473 -0.598
O -2.495 -2.161 -3.994
O -0.726 0.980 -2.897
O -1.522 -1.754 -1.855
O 0.313 3.132 -2.279
N 2.655 0.725 0.949
N 3.393 -0.289 -0.958
C 0.100 3.415 2.483
C -2.634 -0.299 0.878
C -3.553 4.754 -1.343
C 5.840 -0.280 -0.416
C 3.165 -1.939 -5.020
C -1.400 3.628 2.248
C 0.642 -4.104 -1.912
C -5.160 -0.553 0.734
C -6.056 4.601 -1.148
C 0.868 3.993 1.284
C 0.773 -2.596 -4.980
C -2.432 -3.516 0.833
C -4.707 3.978 -1.385
C 0.529 4.208 3.717
C 2.413 -3.231 -0.410
C 1.985 -3.368 -1.881
C 1.412 -0.197 -4.862
C -2.306 4.189 -1.555
C -2.589 -5.011 1.075
C -4.584 2.619 -1.656
C 0.804 -0.534 4.252
C 1.298 1.644 5.304
C 2.163 1.366 2.170
C 3.456 -0.888 -2.256
C 4.048 0.592 0.984
C 6.751 0.085 0.575
C -1.069 1.050 4.804
C 4.963 0.958 1.961
C -3.343 2.035 -1.866
C 6.318 0.694 1.742
C -3.973 -0.188 1.618
C -2.207 2.829 -1.814
C 1.794 -1.612 -4.414
C 3.022 -4.220 -2.613
C -2.026 -2.765 2.086
C 4.500 -0.023 -0.194
C 0.372 0.952 4.295
B 2.158 0.162 -0.338
H 1.428 -0.175 -5.956
H 4.654 1.443 2.875
H -6.844 3.849 -1.166
H 1.943 4.022 1.466
H -0.126 -3.554 -1.376
H 0.477 5.276 3.483
H 7.807 -0.106 0.426
H 1.364 1.026 6.206
H -3.991 -0.815 2.512
H 1.770 -2.546 0.144
H -1.383 2.091 4.916
H 2.555 0.773 2.999
H -5.475 2.004 -1.713
H -5.054 -1.556 0.319
H 1.555 3.991 4.018
H 3.447 -2.893 -0.312
H -1.154 0.571 5.785
H 2.314 1.758 4.917
H 3.526 -2.933 -4.767
H 2.116 0.559 -4.504
H 3.646 -0.140 -3.032
H -2.201 0.684 0.691
H 6.179 -0.743 -1.334
H 2.641 2.347 2.267
H -6.093 -0.506 1.300
H -1.216 -3.276 2.616
H -2.907 -5.512 0.161
H -1.405 4.788 -1.529
H 1.091 -3.631 -4.844
H 0.938 2.623 5.610
H 4.253 -1.634 -2.322
H 0.539 5.025 1.128
H 0.275 -4.271 -2.924
H -0.209 -2.475 -4.536
H 0.423 0.090 -4.519
H -3.256 0.981 -2.096
H -1.680 -3.336 0.068
H -6.091 5.103 -0.179
H 0.271 -1.094 5.025
H -0.127 4.031 4.571
H 0.679 -2.421 -6.056
H -1.643 -5.457 1.394
H 3.162 -5.147 -2.048
H -3.332 -5.223 1.848
H 2.335 -4.217 0.058
H -1.603 4.691 2.084
H 0.775 -5.080 -1.433
H -5.238 0.124 -0.116
H -4.086 0.837 1.980
H 0.611 -1.019 3.294
H 1.871 -0.635 4.455
H -3.360 -3.105 0.440
H -2.701 -0.804 -0.085
H 3.999 -3.739 -2.690
H 3.055 -1.898 -6.107
H -2.849 -2.654 2.794
H -3.630 5.818 -1.144
H 0.698 3.444 0.364
H 3.934 -1.213 -4.750
H 7.038 0.975 2.500
H -1.740 3.082 1.369
H -1.765 0.557 4.123
H 2.689 -4.497 -3.613
H -1.995 3.302 3.106
H -6.289 5.347 -1.911
*
```

Atom charges from the Mulliken analysis, given in e for atoms 1 to 99:
1. Ni 1.683
2. Cl 2.149
3. S 0.410
4. S 1.692
5. P 1.432
6. P 0.706
7. O -0.421
8. O -0.764
9. O -0.752
10. O -1.170
11. O -0.800
12. O -0.718
13. O -0.917
14. O -0.882
15. N 0.109
16. N 0.229
17. C 2.323
18. C 2.916
19. C -0.827
20. C -0.688
21. C -1.956
22. C -1.913
23. C -1.402
24. C -1.096
25. C -1.592
26. C -2.195
27. C -1.855
28. C 1.534
29. C 1.167
30. C -2.098
31. C -1.943
32. C 2.609
33. C -1.652
34. C -0.412
35. C -1.717
36. C -0.786
37. C -1.409
38. C -1.881
39. C -2.150
40. C -1.591
41. C 0.620
42. C -0.842
43. C -1.829
44. C -0.799
45. C -0.167
46. C -0.810
47. C -0.684
48. C -0.659
49. C 2.379
50. C -2.145
51. C -1.459
52. C 0.254
53. C 2.134
54. B 0.012
55. H 0.587
56. H 0.431
57. H 0.337
58. H 0.324
59. H -0.201
60. H 0.527
61. H 0.373
62. H 0.520
63. H 0.369
64. H 0.116
65. H 0.259
66. H 0.897
67. H 0.347
68. H 0.247
69. H 0.306
70. H 0.233
71. H 0.560
72. H 0.144
73. H 0.283
74. H 0.284
75. H 0.379
76. H -1.295
77. H 0.444
78. H 0.828
79. H 0.449
80. H 0.588
81. H 0.409
82. H 0.519
83. H 0.223
84. H 0.410
85. H 0.312
86. H 0.556
87. H 0.243
88. H 0.242
89. H 0.236
90. H 0.496
91. H -0.713
92. H 0.337
93. H 0.599
94. H 0.304
95. H 0.588
96. H 0.348
97. H 0.534
98. H 0.390
99. H 0.693

[6]
Molecular formula: C3H3N5O4
Method: DFT, ωB97M-V/def2-TZVPD

maximum force	5.07	eV/Å
energy relative to the best compared isomer or geometry (same formula, charge and spin)	57.7	kcal per mole
E_HOMO (alpha / beta)	-0.3519 / -0.3519	Eh
LUMO energy (alpha / beta)	-1.01 / -1.01	eV

```
! RIJCOSX wB97M-V def2-TZVPD def2/J DEFGRID3
* xyz 0 1
O -1.660 1.183 1.652
O -3.718 0.718 0.805
O 0.045 2.884 0.865
O 2.067 2.612 1.707
N 1.753 0.122 0.227
N 1.649 -0.997 -0.188
N -0.223 -0.318 -1.163
N 1.105 2.301 1.062
N 0.447 -2.618 -1.363
C -2.679 0.910 1.232
C 1.218 1.173 0.318
C 0.555 -1.289 -0.949
H -1.126 -0.603 -1.466
H -0.347 -2.814 -1.979
H 0.912 -3.263 -0.759
*
```

For each atom in turn, the natural (NBO) charge in e is:
1. O -0.506
2. O -0.518
3. O -0.345
4. O -0.332
5. N 0.037
6. N -0.329
7. N -0.754
8. N 0.455
9. N -0.824
10. C 1.024
11. C 0.390
12. C 0.532
13. H 0.355
14. H 0.405
15. H 0.410